15
Properties=species:S:1:pos:R:3:mulliken_charge:R:1 method="wB97M-V/def2-TZVPD" gap_ev=11.482 molar_mass_g_mol=108.09 total_energy_ev=-11430.676 smiles="O=C(O)CCO.O" largest_force_ha_per_bohr=0.0465 de_lowest_kcal_mol=13.7
O -1.3342 -0.8485 -0.0303 -0.6433
C -0.2170 -1.2913 0.2121 0.5011
O 0.0014 -2.3174 1.0486 -0.4309
C 1.0574 -0.7964 -0.4572 -0.2822
C 0.9844 0.6858 -0.7721 -0.4341
O 0.8101 1.4444 0.4536 -0.5366
H -0.8398 -2.5500 1.4073 0.3548
H 1.9068 -1.0588 0.2330 0.2599
H 1.2066 -1.3450 -1.3588 0.3128
H 1.9469 1.0484 -1.2339 0.3198
H 0.1053 0.8675 -1.4655 0.2534
H -0.1067 1.3586 0.8433 0.2438
O -2.1642 1.7810 0.5018 -0.6847
H -2.0402 0.8159 0.1797 0.4316
H -1.3168 2.2058 0.4383 0.3347

***

16
Properties=species:S:1:pos:R:3:mulliken_charge:R:1 method="wB97M-V/def2-TZVPD" charge=-2 gap_ev=5.780 molar_mass_g_mol=140.16 total_energy_ev=-22266.230 largest_force_ha_per_bohr=0.0653 de_lowest_kcal_mol=11.3
O 1.0797 1.1693 2.4961 -0.7317
C 0.5348 0.5104 1.6164 0.5204
O 0.7745 -0.7694 1.5294 -0.7390
C -0.1660 1.1994 0.4382 0.0314
C -1.6267 0.8419 0.3648 -0.7011
S -2.5303 2.0740 -0.7558 -0.8255
H 0.2785 1.0078 -0.5688 -0.1611
H 0.0112 2.2515 0.6741 0.2200
H -1.8642 -0.2038 0.1210 0.2455
H -2.0888 1.0358 1.3418 0.2563
H 1.4045 0.0384 -2.5215 0.3142
H 1.3485 -1.4073 -2.0431 0.3944
O 1.6043 -0.8610 -2.7898 -0.7001
H 0.1723 -3.0657 0.1196 0.1947
H 0.5912 -1.5103 0.3593 0.4698
O 0.4765 -2.3111 -0.3816 -0.7883

***

18
Properties=species:S:1:pos:R:3:mulliken_charge:R:1 method="wB97M-V/def2-TZVPD" charge=-1 gap_ev=9.173 molar_mass_g_mol=187.13 total_energy_ev=-33603.840 smiles="CCO[P@](=O)([O-])S(C)(=O)=O" largest_force_ha_per_bohr=0.1257 de_lowest_kcal_mol=2.7
C 1.2008 -0.7928 -1.0421 -0.8072
C 0.3829 -1.9373 -0.8468 -0.1367
O -0.8047 -1.7244 -1.3535 -0.5644
P -2.0479 -1.2279 0.2742 0.9376
O -1.1890 -1.2278 1.4891 -0.6545
O -3.4017 -1.8066 0.1668 -0.6421
S -2.2260 0.9095 -0.3092 0.9766
C -1.6756 1.8077 1.2209 -0.9359
O -3.6629 1.1444 -0.4144 -0.6559
O -1.4379 1.4229 -1.4356 -0.6047
H 2.1668 -0.8729 -0.4300 0.2897
H 1.3844 -0.5395 -2.0950 0.2659
H 0.7544 0.1602 -0.7493 0.1057
H 0.5499 -2.2423 0.2232 0.2477
H 0.9394 -2.8223 -1.3880 0.2277
H -0.6666 2.2325 1.1642 0.3198
H -2.4369 2.5620 1.5495 0.3120
H -1.4879 1.0295 1.9738 0.3186